Formula: C45H57AuGeN3O3PS
Source: the Open Molecules 2025 dataset
Level of theory: ωB97M-V/def2-TZVPD

Properties
Spin multiplicity   4
Relative energy (zero: lowest compared OMol25 entry of this formula, charge and spin)   8.45 kcal/mol
Charge   +1
Max |F|   0.0155 hartree/bohr
HOMO energy (spin up / spin down)   -9.00 / -10.10 eV
Molecular weight   1020.59 g mol⁻¹
Orbital gap (spin up / spin down)   6.621 / 4.860 eV

Geometry (Å):
Au (0.324, 0.179, -0.976)
O (-0.493, -0.948, 1.185)
N (-0.514, -0.223, 2.249)
C (-0.634, -0.834, 3.449)
C (-0.602, -0.116, 4.623)
C (-0.453, 1.269, 4.594)
C (-0.350, 1.893, 3.376)
C (-0.379, 1.154, 2.182)
S (-0.243, 1.983, 0.693)
H (-0.732, -1.907, 3.389)
H (-0.687, -0.654, 5.560)
H (-0.416, 1.844, 5.512)
H (-0.229, 2.968, 3.299)
C (-0.248, -3.393, -4.212)
C (-0.677, -2.280, -5.180)
C (-0.799, -0.955, -4.432)
C (-1.977, -1.010, -3.425)
C (-2.197, -2.449, -2.899)
C (-0.865, -3.197, -2.807)
P (-1.745, 0.248, -2.111)
C (-3.252, 0.410, -1.087)
C (-4.536, 0.547, -1.953)
C (-5.445, -0.675, -1.799)
C (-5.906, -0.854, -0.339)
C (-4.817, -0.414, 0.661)
C (-3.428, -0.612, 0.054)
C (-1.709, 1.812, -3.113)
C (-0.298, 2.101, -3.738)
C (0.364, 3.328, -3.112)
C (-0.480, 4.594, -3.320)
C (-1.993, 4.300, -3.190)
C (-2.249, 3.040, -2.361)
H (0.840, -3.406, -4.135)
H (-0.546, -4.365, -4.615)
H (-1.633, -2.523, -5.660)
H (0.056, -2.178, -5.982)
H (-0.951, -0.134, -5.133)
H (0.147, -0.770, -3.921)
H (-2.877, -0.672, -3.939)
H (-2.852, -2.974, -3.601)
H (-2.716, -2.452, -1.945)
H (-1.017, -4.161, -2.319)
H (-0.175, -2.632, -2.167)
H (-3.062, 1.364, -0.590)
H (-4.298, 0.702, -3.008)
H (-5.083, 1.438, -1.635)
H (-4.910, -1.569, -2.139)
H (-6.309, -0.569, -2.454)
H (-6.162, -1.901, -0.168)
H (-6.818, -0.278, -0.166)
H (-4.911, -0.971, 1.595)
H (-4.942, 0.645, 0.917)
H (-3.344, -1.642, -0.295)
H (-2.639, -0.476, 0.791)
H (-2.406, 1.615, -3.928)
H (-0.406, 2.261, -4.815)
H (0.368, 1.246, -3.629)
H (1.356, 3.462, -3.548)
H (0.525, 3.153, -2.041)
H (-0.273, 5.011, -4.308)
H (-0.179, 5.355, -2.592)
H (-2.438, 4.155, -4.178)
H (-2.510, 5.147, -2.739)
H (-3.319, 2.932, -2.181)
H (-1.769, 3.149, -1.383)
C (4.791, -0.263, -3.431)
N (4.147, 0.514, -2.357)
C (4.785, 1.587, -1.764)
C (4.226, 2.343, -0.803)
C (2.882, 2.022, -0.346)
O (2.266, 2.645, 0.542)
N (2.316, 0.939, -0.955)
C (2.874, 0.211, -1.956)
O (2.188, -0.702, -2.467)
H (5.629, -0.834, -3.039)
H (5.137, 0.408, -4.215)
H (4.062, -0.952, -3.838)
H (5.784, 1.782, -2.134)
H (4.745, 3.183, -0.363)
C (0.606, -4.317, 1.468)
Ge (1.530, -2.774, 0.699)
C (2.276, -1.879, 2.293)
C (2.385, -2.572, 3.504)
C (2.847, -1.943, 4.661)
C (3.193, -0.597, 4.635)
C (3.090, 0.118, 3.442)
C (2.640, -0.522, 2.286)
C (3.108, -3.293, -0.344)
C (4.218, -2.496, -0.228)
C (5.382, -2.734, -1.001)
C (5.418, -3.766, -1.888)
C (4.299, -4.628, -2.038)
C (4.339, -5.733, -2.930)
C (3.272, -6.570, -3.055)
C (2.100, -6.339, -2.293)
C (2.032, -5.281, -1.436)
C (3.126, -4.387, -1.271)
H (1.329, -5.135, 1.557)
H (-0.236, -4.649, 0.854)
H (0.230, -4.055, 2.462)
H (2.126, -3.625, 3.554)
H (2.933, -2.507, 5.585)
H (3.553, -0.110, 5.537)
H (3.358, 1.173, 3.406)
H (2.556, 0.051, 1.370)
H (4.226, -1.680, 0.488)
H (6.250, -2.094, -0.877)
H (6.313, -3.963, -2.474)
H (5.246, -5.906, -3.507)
H (3.321, -7.420, -3.727)
H (1.249, -7.006, -2.400)
H (1.125, -5.116, -0.866)


Formula: C45H57IN5O12
Source: the Open Molecules 2025 dataset
Level of theory: ωB97M-V/def2-TZVPD

Properties
Charge   +1
Max |F|   0.0181 hartree/bohr
HOMO energy   -11.28 eV
Molecular weight   986.88 g mol⁻¹
Orbital gap   7.950 eV

Geometry (Å):
C (2.339, -3.130, 2.153)
C (3.279, -3.610, 1.037)
C (4.760, -3.404, 1.335)
O (5.296, -2.245, 0.612)
C (4.476, -1.211, 0.554)
N (3.893, -1.056, -0.661)
C (2.977, -0.105, -0.937)
O (2.491, -0.084, -2.173)
C (1.539, -1.147, -2.466)
C (0.665, -0.715, -3.614)
O (-0.003, 0.508, -3.424)
C (-0.730, 0.599, -2.206)
C (-1.721, -0.541, -1.941)
C (2.603, 0.781, 0.061)
C (3.193, 0.693, 1.331)
C (2.724, 1.647, 2.376)
C (1.636, 0.970, 3.232)
C (0.614, 1.973, 3.769)
C (-0.480, 2.287, 2.717)
C (-1.793, 1.538, 2.959)
C (-1.852, 0.145, 2.293)
C (-3.057, -0.030, 1.372)
C (-4.322, -0.337, 2.163)
O (-4.324, -1.640, 2.706)
C (-4.685, -2.618, 1.748)
C (4.159, -0.313, 1.564)
I (5.140, -0.433, 3.407)
H (2.825, -3.273, 3.115)
H (1.433, -3.731, 2.188)
H (2.023, -2.095, 2.046)
H (3.016, -3.201, 0.064)
H (3.131, -4.686, 0.956)
H (5.337, -4.245, 0.965)
H (4.982, -3.312, 2.394)
H (4.143, -1.715, -1.387)
H (0.961, -1.385, -1.573)
H (2.085, -2.040, -2.773)
H (-0.031, -1.521, -3.851)
H (1.296, -0.584, -4.492)
H (-1.295, 1.525, -2.284)
H (-0.052, 0.737, -1.360)
H (-2.696, -0.127, -1.699)
H (-1.426, -1.133, -1.077)
H (-1.859, -1.187, -2.800)
H (1.866, 1.531, -0.175)
H (2.277, 2.512, 1.893)
H (3.550, 1.992, 2.986)
H (2.087, 0.400, 4.043)
H (1.095, 0.242, 2.625)
H (0.120, 1.515, 4.623)
H (1.096, 2.887, 4.106)
H (-0.663, 3.360, 2.723)
H (-0.106, 2.035, 1.721)
H (-2.603, 2.146, 2.559)
H (-1.963, 1.428, 4.027)
H (-0.927, -0.090, 1.766)
H (-1.959, -0.612, 3.071)
H (-3.241, 0.889, 0.810)
H (-2.894, -0.826, 0.648)
H (-4.377, 0.345, 3.013)
H (-5.217, -0.172, 1.557)
H (-5.707, -2.452, 1.406)
H (-4.612, -3.588, 2.228)
H (-3.996, -2.609, 0.902)
C (1.124, 2.729, -5.419)
C (1.643, 3.312, -6.568)
C (1.454, 4.664, -6.809)
C (0.748, 5.410, -5.886)
C (0.220, 4.849, -4.738)
C (0.411, 3.496, -4.507)
N (0.559, 6.852, -6.125)
O (1.016, 7.315, -7.149)
O (-0.040, 7.486, -5.281)
H (1.274, 1.676, -5.231)
H (2.196, 2.715, -7.279)
H (1.852, 5.127, -7.700)
H (-0.330, 5.456, -4.035)
H (0.007, 3.039, -3.617)
C (-0.411, -8.482, -0.078)
C (0.355, -7.923, -1.092)
C (0.401, -6.548, -1.251)
C (-0.327, -5.755, -0.382)
C (-1.101, -6.291, 0.632)
C (-1.140, -7.668, 0.780)
N (-0.272, -4.295, -0.532)
O (0.403, -3.839, -1.440)
O (-0.891, -3.617, 0.261)
H (-0.443, -9.556, 0.044)
H (0.918, -8.559, -1.761)
H (0.990, -6.105, -2.040)
H (-1.665, -5.650, 1.293)
H (-1.740, -8.105, 1.566)
C (-10.888, 0.154, -0.665)
C (-9.710, 0.883, -0.778)
C (-8.511, 0.232, -1.019)
C (-8.516, -1.145, -1.146)
C (-9.676, -1.889, -1.033)
C (-10.869, -1.229, -0.790)
N (-7.249, -1.840, -1.417)
O (-6.237, -1.169, -1.488)
O (-7.282, -3.046, -1.550)
H (-11.822, 0.666, -0.481)
H (-9.727, 1.959, -0.680)
H (-7.591, 0.790, -1.109)
H (-9.652, -2.963, -1.134)
H (-11.786, -1.794, -0.700)
C (8.683, 5.032, 2.653)
C (7.776, 4.262, 1.937)
C (6.430, 4.294, 2.262)
C (6.016, 5.104, 3.303)
C (6.903, 5.875, 4.031)
C (8.248, 5.834, 3.699)
N (4.586, 5.157, 3.645)
O (3.823, 4.449, 3.008)
O (4.245, 5.894, 4.541)
H (9.733, 5.008, 2.393)
H (8.117, 3.639, 1.121)
H (5.716, 3.702, 1.708)
H (6.555, 6.498, 4.841)
H (8.956, 6.431, 4.256)